Here is 2 unconnected molecules or ions with the total composition C2H5NO3 in a non-equilibrium geometry from the Open Molecules 2025 dataset. Energies are from ωB97M-V/def2-TZVPD.

Output
Lowest unoccupied orbital energy = -0.0028 hartree
Structure (SMILES) = NOC=O.C=O
Energy relative to the best compared isomer or geometry (same formula, charge and spin) = 4.997 eV

Structure (XYZ):
```
11
Properties=species:S:1:pos:R:3:forces:R:3
N -1.790528 0.628810 -0.439328 -0.057 -0.045 0.155
O -1.440870 -0.693445 0.020518 1.160 -0.112 -0.988
C -0.279105 -0.831538 0.683943 -2.098 3.383 4.000
O 0.279013 0.174357 1.236078 -1.218 -2.020 -0.666
H -1.278982 1.277784 0.161647 0.065 -0.187 0.008
H -1.368777 0.707614 -1.363617 0.034 -0.128 0.154
H -0.360009 -1.785829 1.223548 0.889 -0.438 -0.823
C 1.526413 0.226037 -0.311824 0.166 -2.722 -2.193
O 1.157256 0.950018 -1.187628 0.097 0.347 0.372
H 1.163196 -0.989453 -0.369439 1.275 1.769 -0.377
H 2.392392 0.335646 0.346100 -0.312 0.153 0.356
```
Positions in Å, forces in eV/Å.

These are the natural (NBO) partial charges, in e, on atoms 1 to 5: number 1, N, carries -0.49; number 2, O, carries -0.35; number 3, C, carries 0.60; number 4, O, carries -0.65; number 5, H, carries 0.36